The following is a DFT calculation (the ωB97M-V functional and the def2-TZVPD basis) of a single C4H8N2S molecule at a distorted geometry.

XYZ file:
```
15
C4H8N2S | OMol25 | the ωB97M-V functional and the def2-TZVPD basis
C -1.0651 -1.4391 -0.4874
C -0.6240 -0.5836 0.6035
C 0.6260 -0.9751 1.4932
S 1.2586 -2.4607 1.5701
N -0.6120 0.8175 -0.0040
C 0.5534 1.1781 -0.3583
N 0.7203 2.3770 -1.1764
H -0.2585 -1.5922 -1.1517
H -1.3780 -2.3827 -0.2607
H -1.8190 -0.9558 -1.1059
H -1.2991 -0.4896 1.4486
H 0.9755 -0.0693 2.1597
H 1.5400 0.6525 -0.3595
H 1.5447 2.9219 -0.8875
H -0.1628 3.0012 -1.4836
```

Computed properties:
Energy above the lowest of the compared OMol25 structures with the same formula, charge and spin ... 60.1 kcal per mole
Multiplicity ... 1
Kohn-Sham gap ... 8.54 eV
SMILES ... C[C@@H](C=S)/N=C/N
LUMO ... -0.18 eV

The following is a DFT calculation (the ωB97M-V functional and the def2-TZVPD basis) of a single C4H8ClNO molecule at a distorted geometry.

XYZ file:
```
15
C4H8ClNO | OMol25 | the ωB97M-V functional and the def2-TZVPD basis
C 1.7129 1.5509 -0.3071
C 1.6252 0.2684 0.1044
Cl 3.0107 -0.8925 0.0478
N 0.3734 -0.2823 0.7111
C -0.8021 -0.0320 -0.1473
C -1.5374 -1.3848 -0.2196
O -1.6049 0.9768 0.3748
H 2.5740 2.1068 -0.7351
H 0.9080 2.2507 -0.1887
H 0.5031 -1.1323 1.1617
H -0.6022 0.2023 -1.2568
H -2.5512 -1.1478 -0.0332
H -1.0932 -1.9384 0.5467
H -1.3387 -1.7785 -1.2009
H -1.1777 1.2327 1.1422
```

Computed properties:
Energy above the lowest of the compared OMol25 structures with the same formula, charge and spin ... 38.3 kcal per mole
Multiplicity ... 1
Kohn-Sham gap ... 9.96 eV
SMILES ... C=C(Cl)N[C@@H](C)O
LUMO ... 0.85 eV

The following is a DFT calculation (the ωB97M-V functional and the def2-TZVPD basis) of a 2-piece molecular cluster, C5H11O2S overall at a distorted geometry.

XYZ file:
```
19
C5H11O2S | OMol25 | the ωB97M-V functional and the def2-TZVPD basis
C 1.6476 0.4334 -1.7346
C -1.0107 0.9206 -2.2240
S 0.2817 -0.2564 -2.7112
H 2.0938 1.2365 -2.3170
H 1.2977 0.8904 -0.8048
H 2.2984 -0.3927 -1.4934
H -0.9246 1.8302 -2.8135
H -1.0126 0.9401 -1.1411
H -1.9873 0.5281 -2.4981
C -0.5642 -0.4493 1.2837
C -0.4956 -1.7733 2.0217
C 0.3646 0.6280 1.9088
O 0.4398 0.6874 3.1501
O 0.7538 1.5244 1.0954
H -0.4702 -0.5276 0.2036
H -1.5045 0.1073 1.4134
H -0.4861 -1.5855 3.0994
H 0.4822 -2.2193 1.7924
H -1.2041 -2.5226 1.7693
```

Computed properties:
Total charge ... -1
Energy above the lowest of the compared OMol25 structures with the same formula, charge and spin ... 10.7 kcal per mole
Multiplicity ... 1
Kohn-Sham gap ... 7.28 eV
LUMO ... 3.15 eV